1.
{"formula": "C29H32IrN6P2", "method": "the ωB97M-V functional and the def2-TZVPD basis", "multiplicity": 6, "total_charge": 2, "symbols": ["Ir", "C", "P", "C", "N", "C", "C", "C", "C", "C", "C", "N", "C", "P", "C", "C", "C", "C", "C", "C", "C", "C", "C", "H", "H", "H", "H", "H", "H", "H", "H", "H", "H", "H", "H", "H", "H", "H", "H", "H", "H", "H", "H", "H", "H", "H", "H", "H", "H", "H", "H", "N", "C", "N", "C", "N", "N", "C", "C", "C", "C", "C", "C", "C", "C", "C", "H", "H", "H", "H"], "xyz": [[12.5282, 18.0729, 7.9811], [14.6989, 17.9091, 5.3070], [14.9279, 18.8977, 6.9558], [14.3282, 18.3974, 8.5739], [14.8209, 18.6453, 9.7477], [13.9989, 19.0162, 10.8378], [14.3051, 18.4286, 12.0716], [13.4867, 18.7928, 13.1299], [12.4850, 19.7482, 13.0296], [12.2483, 20.3916, 11.8576], [13.0350, 20.0974, 10.7411], [12.5843, 20.7326, 9.5410], [12.7006, 20.1673, 8.4228], [13.6193, 20.7763, 6.9283], [12.4294, 20.7157, 5.4812], [14.1303, 22.5040, 7.1032], [12.9017, 23.4065, 7.2497], [15.1861, 22.7799, 8.2580], [14.9816, 22.7457, 5.7317], [16.7780, 18.6677, 7.3283], [16.9910, 17.1982, 7.9031], [17.2665, 19.7983, 8.2675], [17.5795, 18.8332, 6.0343], [14.3996, 16.8968, 5.5632], [15.6561, 17.9342, 4.6851], [13.8360, 18.3452, 4.7561], [15.1307, 17.6983, 12.1454], [13.5393, 18.2674, 14.0935], [11.8859, 19.8321, 13.9204], [11.5413, 21.2206, 11.7095], [11.6615, 20.0338, 5.8349], [12.8994, 20.2752, 4.6245], [11.9423, 21.6794, 5.2534], [12.5925, 23.2705, 8.3523], [12.0299, 23.2861, 6.5308], [13.3532, 24.4141, 7.1420], [14.7647, 22.5016, 9.2083], [15.3897, 23.8945, 8.2136], [16.1623, 22.2471, 8.0774], [14.5941, 22.2822, 4.8438], [16.0109, 22.3583, 5.9302], [15.1064, 23.8219, 5.4456], [16.7514, 17.2241, 8.9625], [18.0723, 16.8407, 7.7679], [16.3356, 16.3953, 7.4565], [16.5532, 19.9916, 9.0968], [17.5295, 20.6886, 7.6609], [18.2579, 19.4406, 8.6991], [17.4791, 17.9858, 5.3430], [18.6346, 18.9441, 6.3563], [17.2826, 19.7408, 5.5274], [10.4663, 18.3039, 7.7978], [9.3734, 18.3416, 7.3779], [8.3138, 18.6624, 6.7687], [7.2695, 17.9283, 6.7924], [6.2489, 17.3715, 6.6410], [12.1074, 8.1522, 8.3027], [12.2048, 9.3126, 8.3939], [12.2563, 10.7214, 8.5114], [11.0610, 11.4479, 8.8090], [11.0929, 12.8429, 8.7517], [12.2989, 13.4863, 8.3767], [13.5172, 12.7373, 8.2209], [13.4876, 11.3859, 8.1840], [12.3140, 14.9054, 8.1868], [12.4656, 16.1117, 7.9665], [10.2604, 10.8863, 9.2970], [10.2167, 13.4799, 8.9337], [14.4443, 13.3035, 8.2195], [14.3382, 10.7942, 8.0186]], "forces_ev_per_angstrom": [[-0.788, -0.196, 0.273], [-0.029, 0.649, 0.317], [2.577, -1.520, -2.119], [-0.403, 0.039, 3.377], [-0.927, 0.058, -2.804], [0.658, 0.641, -0.239], [-0.364, 0.351, -0.452], [0.169, -0.962, 0.880], [-0.093, -0.884, 0.853], [0.239, 1.486, -0.647], [-0.634, -0.411, -0.797], [0.997, -0.981, 3.402], [0.499, 0.289, -4.574], [-2.666, 0.631, 2.154], [0.273, -0.362, 1.096], [2.753, 0.478, -1.844], [-0.275, 0.135, 1.364], [-0.052, 0.461, -1.457], [0.547, 0.671, 1.220], [0.716, -0.222, -0.492], [0.212, -0.115, -0.319], [0.885, -0.818, 0.495], [0.378, -0.411, 0.217], [0.212, -0.188, -0.005], [-1.453, 0.093, 1.048], [0.739, -0.202, 0.370], [-0.710, 0.473, -0.023], [0.379, 0.280, -0.482], [-0.290, 0.601, -0.046], [0.109, -0.630, 0.365], [-0.140, -0.130, -0.090], [0.222, 0.033, -0.609], [0.678, -0.354, 0.224], [-0.097, 0.446, -1.795], [1.270, 0.068, 1.011], [-0.703, -0.310, 0.055], [-0.008, 0.043, 0.548], [-0.206, -1.292, 0.262], [-1.196, 0.534, 0.235], [-0.391, -0.425, -0.370], [-0.766, 0.206, -0.370], [-0.301, -0.726, 0.681], [0.183, -0.143, 0.094], [-1.467, 0.814, 0.093], [0.565, 0.969, 0.109], [0.712, 0.124, -0.530], [-0.435, -0.352, 0.479], [-1.250, 0.460, -0.289], [0.276, 0.233, 0.297], [-0.451, -0.171, -0.470], [0.061, 0.340, -0.313], [-1.176, -0.598, -0.591], [3.209, 0.326, 1.066], [-1.037, 0.407, -0.410], [-1.118, -0.150, -0.566], [-0.114, -0.240, 0.209], [0.268, 2.151, 0.126], [-0.390, -2.724, 0.179], [-0.090, 1.603, -0.879], [1.181, 0.047, 0.967], [-0.056, -0.461, -0.508], [0.186, 1.035, 0.098], [-0.434, 1.370, 0.213], [-2.084, -0.447, 0.893], [0.316, -2.195, 0.247], [-0.098, 1.090, -0.040], [-0.106, 0.321, -0.708], [0.359, -0.564, 0.011], [-0.085, -0.181, -0.491], [1.057, -0.590, -0.198]]}



2.
{"formula": "C20H60O24S", "method": "the ωB97M-V functional and the def2-TZVPD basis", "multiplicity": 1, "total_charge": -2, "symbols": ["S", "O", "O", "O", "O", "C", "C", "O", "O", "H", "H", "H", "H", "H", "H", "C", "C", "O", "O", "H", "H", "H", "H", "H", "H", "C", "C", "O", "O", "H", "H", "H", "H", "H", "H", "C", "C", "O", "O", "H", "H", "H", "H", "H", "H", "C", "C", "O", "O", "H", "H", "H", "H", "H", "H", "C", "C", "O", "O", "H", "H", "H", "H", "H", "H", "C", "C", "O", "O", "H", "H", "H", "H", "H", "H", "C", "C", "O", "O", "H", "H", "H", "H", "H", "H", "C", "C", "O", "O", "H", "H", "H", "H", "H", "H", "C", "C", "O", "O", "H", "H", "H", "H", "H", "H"], "xyz": [[0.1294, 0.0581, -0.0090], [-0.7917, 0.8867, -0.7748], [-0.3377, -1.3336, 0.0445], [1.4142, 0.0036, -0.6195], [0.3267, 0.5815, 1.3087], [-0.5266, -5.6730, -2.3724], [-0.7729, -4.4910, -1.1643], [-0.6410, -3.1735, -1.7472], [-0.4217, -6.9556, -1.9885], [0.4504, -5.3215, -2.8997], [-1.3733, -5.6929, -3.1841], [0.0541, -4.6657, -0.4907], [-1.8205, -4.4950, -0.6587], [-0.2312, -2.5637, -1.1144], [-1.1848, -7.2060, -1.2674], [0.4402, 4.8023, 2.7104], [0.6884, 3.4804, 2.0328], [1.2834, 2.4094, 2.7177], [-0.2087, 5.7513, 1.8821], [1.5413, 5.1527, 3.1328], [-0.1245, 4.4769, 3.7823], [1.2938, 3.5694, 1.0827], [-0.2763, 3.2226, 1.6741], [0.9960, 1.6291, 2.2138], [0.0513, 5.4871, 0.9463], [-3.7198, -0.8355, 2.2534], [-3.0052, -2.2052, 2.0773], [-2.9807, -2.4826, 0.7029], [-3.8737, -0.5405, 3.6065], [-4.7356, -0.8330, 1.8551], [-3.3608, -0.1192, 1.7922], [-3.4874, -2.7767, 2.5817], [-2.0925, -2.0904, 2.3916], [-2.1780, -2.2351, 0.3643], [-3.1243, -0.2088, 3.7383], [-4.9658, 1.7598, -2.4201], [-4.2375, 1.0024, -1.3648], [-3.4281, 1.8967, -0.6754], [-5.7629, 0.7642, -3.0647], [-4.2554, 2.2005, -2.9944], [-5.6376, 2.5526, -2.0441], [-3.5723, 0.2870, -1.8248], [-5.1119, 0.4548, -0.5517], [-2.6500, 1.6126, -0.6809], [-5.1468, -0.1322, -3.3039], [-0.5932, -1.4784, 5.3125], [-0.0733, -0.1211, 4.8028], [-0.8798, 0.3222, 3.6709], [0.1983, -1.7401, 6.5051], [-0.3706, -2.2971, 4.6907], [-1.7092, -1.2057, 5.6115], [1.0153, -0.1521, 4.3605], [-0.1315, 0.5661, 5.6476], [-0.3616, 0.4147, 2.6754], [-0.2357, -0.9832, 7.0685], [1.5237, -2.3920, 2.4764], [2.7179, -2.4947, 1.5356], [3.7286, -1.5963, 2.0734], [0.4368, -2.8694, 1.8184], [1.4047, -1.3608, 2.7530], [1.5376, -3.1927, 3.3015], [2.6101, -2.0938, 0.6444], [2.9996, -3.3921, 1.7370], [3.7126, -0.7858, 1.6976], [0.1397, -2.2366, 1.1321], [-0.7807, 3.9438, -1.9679], [0.4986, 4.5479, -1.6524], [0.3937, 5.5832, -0.7102], [-0.4567, 2.6539, -2.5742], [-1.2419, 4.5062, -2.6202], [-1.4929, 3.8503, -1.2721], [0.9142, 4.9805, -2.5366], [1.2055, 3.6287, -1.3025], [0.0097, 6.3854, -0.9298], [-0.4863, 2.0262, -1.7633], [3.8082, 1.3887, 0.9460], [5.3499, 1.8372, 1.3220], [5.1836, 3.0812, 2.0746], [3.8475, 0.2446, 0.2041], [3.2713, 2.0587, 0.3992], [2.9724, 1.2683, 1.6852], [5.9038, 2.2981, 0.4547], [5.8029, 1.0795, 1.8923], [4.6441, 2.9243, 2.8394], [2.9179, 0.0988, -0.4082], [-1.4608, -1.8368, -4.6512], [-0.9004, -0.6282, -4.0204], [-1.8906, 0.3572, -3.7426], [-0.6626, -3.0220, -4.5301], [-1.5060, -1.6254, -5.7459], [-2.5067, -1.9785, -4.5514], [-0.1243, -0.0951, -4.5032], [-0.4970, -0.9472, -3.1045], [-1.8308, 0.5413, -2.8362], [-0.5711, -3.1655, -3.4110], [3.4122, 0.1292, -3.1951], [2.9392, -1.2875, -3.4613], [2.5690, -1.8862, -2.2222], [2.3799, 1.0061, -3.1400], [4.0223, 0.5467, -3.9133], [4.2007, 0.3406, -2.2231], [3.7583, -1.8234, -3.6968], [2.2221, -1.3336, -4.3975], [1.9997, -1.2298, -1.6839], [1.8800, 0.6306, -2.2415]], "forces_ev_per_angstrom": [[-2.310, -0.994, -0.412], [-0.700, -0.127, 0.015], [-1.205, 0.224, -0.268], [3.228, 0.416, -2.708], [-0.383, 0.413, 2.359], [-1.336, 4.575, -1.804], [-1.034, -0.842, -1.778], [-0.215, -1.705, -0.562], [-1.864, -3.467, 4.348], [-1.590, -0.746, 0.934], [1.309, 1.066, 1.293], [-0.065, -0.029, 0.592], [1.804, -0.608, -0.727], [-0.004, 0.206, 0.089], [2.806, 1.146, -2.765], [2.393, -0.474, 4.307], [0.731, -0.255, -2.318], [0.040, 1.166, 1.415], [0.706, -1.353, 0.013], [-2.530, -0.214, -1.035], [0.882, 1.354, -2.942], [-0.379, 0.761, 0.626], [-1.285, -0.754, -0.385], [0.238, 0.262, 0.159], [-0.377, 0.523, 1.006], [-4.801, -7.328, 3.115], [0.479, 8.674, -7.517], [-3.485, -2.020, 0.521], [-8.987, -3.838, -0.988], [-0.227, -0.818, -0.269], [4.506, 6.834, -4.441], [-5.736, -7.632, 5.660], [5.246, 0.410, 2.135], [3.212, 1.140, -1.334], [9.987, 4.714, 3.061], [-2.366, -2.304, 1.643], [-2.116, -0.296, 3.171], [-10.052, 4.312, 0.737], [1.639, -3.142, -1.890], [2.049, 1.293, -2.337], [0.151, -0.568, 0.047], [-0.356, -0.867, -0.150], [2.680, 1.285, -2.463], [10.643, -3.782, 0.284], [-2.265, 4.045, 1.099], [-0.350, 2.649, 1.599], [1.265, -0.416, -3.688], [1.020, 0.106, -1.659], [-2.454, 2.436, 1.722], [-0.543, -0.845, -1.180], [1.885, -1.452, -0.922], [-1.768, -0.174, 1.589], [0.022, 0.426, -0.145], [-1.564, -0.638, 3.639], [1.906, -2.330, -0.808], [0.241, -1.456, 0.191], [0.083, 5.775, 5.467], [0.912, -5.168, 3.331], [-2.644, -1.197, -0.965], [-0.005, 0.439, 0.822], [1.070, 1.868, -0.267], [-1.456, 0.612, -4.816], [2.512, -5.828, -0.291], [-0.349, 3.648, -2.598], [0.175, -0.214, 0.299], [3.201, -4.276, -1.155], [2.144, -1.285, 1.137], [1.794, -1.948, 2.531], [-0.833, 0.464, 1.651], [-2.406, 2.864, -4.197], [-2.073, -0.608, 3.689], [0.629, -0.121, -0.809], [-1.320, 2.669, -0.330], [-1.171, 1.972, -1.443], [0.245, 0.855, -1.802], [1.087, -0.773, 1.226], [-4.158, 3.089, -0.879], [0.979, -0.312, -0.200], [-1.714, -2.578, -3.444], [-0.471, 3.213, -1.965], [1.781, 0.066, 1.229], [-0.512, -1.634, 0.509], [0.962, -0.992, 0.432], [-0.542, -0.274, 0.496], [3.288, 0.860, 2.918], [0.969, -0.803, -3.736], [-0.824, 0.920, 1.328], [-0.963, -0.656, -2.014], [-0.245, 0.304, 4.242], [0.467, -0.205, 0.130], [-1.169, -0.287, 1.520], [0.993, -0.033, -1.139], [0.795, -0.434, 1.546], [0.283, 0.699, 1.886], [-0.223, 0.574, -3.779], [2.325, 0.163, 2.295], [-1.526, 1.553, 0.525], [-2.047, 1.087, 0.525], [-3.729, -0.394, 4.275], [1.554, 0.170, -2.437], [-2.194, -1.503, -1.987], [2.891, -2.008, -1.327], [0.719, 0.141, 2.154], [1.024, -1.624, -1.212], [0.971, 2.183, -3.242]]}



3.
{"formula": "C6H14N2O2", "method": "the ωB97M-V functional and the def2-TZVPD basis", "multiplicity": 1, "symbols": ["C", "C", "C", "C", "C", "N", "N", "C", "O", "O", "H", "H", "H", "H", "H", "H", "H", "H", "H", "H", "H", "H", "H", "H"], "xyz": [[0.2498, 1.6116, -0.6894], [-1.7888, 0.3555, -0.1901], [1.6587, -0.4321, 1.8421], [-0.2815, -2.0137, -0.6399], [0.7137, 1.0973, -2.0071], [0.9807, -0.1243, 0.5881], [0.7789, 1.2164, 0.4588], [-0.4426, -0.9706, 0.4466], [-2.1499, 0.9308, 1.0237], [-0.8999, -1.2953, 1.5548], [-1.9271, 0.2462, 1.6931], [0.4198, 1.6906, 1.2925], [-0.2454, 2.5732, -0.6513], [-2.4346, -0.4773, -0.4942], [-1.9019, 1.0987, -0.9793], [1.6586, -1.5116, 1.9780], [2.6868, -0.0725, 1.7903], [1.1467, -0.0007, 2.7118], [0.5596, -2.6635, -0.3843], [-0.0927, -1.5702, -1.6156], [-1.1815, -2.6272, -0.6814], [1.3408, 0.2198, -1.8777], [1.2810, 1.8811, -2.5201], [-0.1291, 0.8380, -2.6495]], "forces_ev_per_angstrom": [[0.846, -0.047, 0.564], [0.665, -0.906, 0.418], [-0.122, 0.046, -0.069], [0.147, -0.013, 0.097], [-0.119, -0.180, 0.050], [-0.162, -0.353, -0.250], [-1.114, -0.067, -0.569], [-0.368, 1.126, -0.414], [-0.021, 0.082, 0.019], [0.067, 0.022, 0.122], [0.038, -0.049, -0.118], [0.118, 0.009, -0.054], [-0.024, 0.013, 0.048], [-0.041, 0.010, 0.059], [0.159, 0.107, -0.003], [0.009, 0.056, -0.058], [-0.020, -0.008, 0.060], [0.023, 0.026, -0.024], [-0.029, -0.003, -0.020], [0.004, 0.017, -0.023], [0.012, 0.066, 0.018], [-0.010, 0.018, 0.017], [-0.062, 0.012, 0.089], [0.003, 0.013, 0.041]]}



The evaluated energy relative to the best compared isomer or geometry (same formula, charge and spin) for the records listed, in turn: 4.155 3.934 5.702 eV.